Computed, not measured: a molecular structure, C18H41N2OP3STl in a non-equilibrium geometry, with ωB97M-V/def2-TZVPD.

Structure (XYZ):
```
67
Properties=species:S:1:pos:R:3:mulliken_charge:R:1
Tl 0.02061 -0.08632 -0.14700 1.531
P -0.76264 1.93666 1.43304 0.835
P -2.30606 -0.71996 -0.62629 0.949
P 2.36160 0.83286 -0.26623 0.665
H -0.01049 -2.80831 -9.43363 0.277
C 1.02458 -3.04456 -9.13829 -0.572
C 1.36311 -4.25475 -8.68346 -0.502
H 0.61983 -5.06298 -8.58416 0.287
C -1.17410 3.28935 0.34957 -0.982
C -2.21092 1.61237 2.41065 -1.504
C 0.46527 2.50637 2.58257 -1.336
C -2.32773 -2.17253 -1.67074 -1.531
C -3.46400 -1.09712 0.66228 -1.314
C -3.06658 0.57027 -1.63821 -1.386
C 3.37302 -0.04819 -1.45321 -1.469
C 3.42727 0.98972 1.14789 -1.427
C 2.22082 2.51529 -0.91228 -1.218
H 1.77276 -2.24482 -9.26158 0.263
H 2.40320 -4.50000 -8.41249 0.267
H -1.45275 4.06200 1.06025 0.527
H -2.00752 2.99846 -0.28462 0.231
H -0.31401 3.57363 -0.24732 0.267
H -2.23696 2.47344 3.06423 0.585
H -2.13433 0.71731 3.02059 0.404
H -3.10457 1.56224 1.79424 0.420
H -0.08253 3.22513 3.18317 0.621
H 1.32609 2.94605 2.08609 0.390
H 0.82742 1.74039 3.25303 0.346
H -3.37652 -2.47576 -1.66890 0.586
H -1.69903 -2.97023 -1.26618 0.414
H -1.99599 -1.93710 -2.68364 0.339
H -4.40926 -0.64698 0.35721 0.473
H -3.18134 -0.73308 1.64969 0.120
H -3.56437 -2.18349 0.68616 0.485
H -3.89128 0.08234 -2.16620 0.563
H -2.35130 0.98145 -2.36279 0.280
H -3.44671 1.37952 -1.00353 0.369
H 4.33263 0.47017 -1.43027 0.566
H 2.94317 -0.00886 -2.45466 0.346
H 3.50619 -1.08741 -1.14883 0.461
H 4.18791 1.70605 0.83439 0.492
H 3.89410 0.02369 1.34990 0.431
H 2.91752 1.36248 2.03837 0.316
H 3.21978 2.76543 -1.28293 0.629
H 1.93006 3.19860 -0.10509 0.342
H 1.48927 2.58515 -1.72717 0.183
C 0.63265 -1.38777 -3.25207 0.842
C 0.49291 -0.08910 -3.79144 0.013
C 0.26668 0.07833 -5.15753 -0.832
C 0.19225 -1.02708 -6.01480 -0.373
C 0.34412 -2.31574 -5.47830 -0.554
C 0.56212 -2.49447 -4.12337 -0.735
S 0.94284 -1.86390 -1.64178 -0.081
H -0.26173 1.16934 -1.32618 -0.442
H 0.54937 0.77190 -3.13058 0.340
H 0.15401 1.08548 -5.56620 0.458
H 0.02341 -0.89655 -7.08046 0.487
H 0.29298 -3.18611 -6.12697 0.397
H 0.68083 -3.48901 -3.69612 0.487
N 1.27110 -0.17570 3.97178 -0.394
C 0.07371 -0.26881 3.34617 0.603
N -1.00468 -0.69710 4.04672 -0.426
O 0.00577 -0.11692 2.15260 -0.651
H 1.30373 -0.46059 4.92448 0.209
H 2.11430 -0.09668 3.39844 0.162
H -1.75567 -1.16321 3.51566 0.252
H -0.84631 -0.91985 5.00102 0.219
```

The calculation puts the calculated total energy at -67723.9621 eV. Its multiplicity is 1. As for the relative energy (zero: lowest compared OMol25 entry of this formula, charge and spin): 83.1 kcal per mole. As for the net charge: +3. For the largest force on an atom, the calculation gives 0.0879 hartree/bohr.